Computed, not measured: a cluster of 5 separate species, CH11O5 in total at a distorted geometry, with the ωB97M-V functional and the def2-TZVPD basis.

XYZ file:
```
17
Properties=species:S:1:pos:R:3:forces:R:3:nbo_charge:R:1
C -1.78970 -0.62608 0.15737 -1.2 -1.1 0.7 -0.2056
H 1.36027 -1.13701 2.57162 -0.6 0.0 -0.4 0.4626
O -0.44269 -0.39285 0.27346 -0.2 0.9 -0.1 -0.9953
H -0.60048 1.42311 1.07093 0.7 2.8 0.0 0.5233
O 0.64142 -2.07327 -1.27561 -0.9 0.9 -0.8 -1.0327
O 1.85919 -0.68880 1.88924 -0.1 0.4 -2.2 -1.0062
H 1.29833 -2.27049 -0.63732 1.1 -0.6 0.8 0.4435
H 1.17315 1.19045 -2.89123 0.2 1.4 1.5 0.4707
H -2.09632 -1.75796 0.55585 0.4 2.4 -0.9 0.0999
H 0.19791 -1.27741 -0.77971 -0.1 -0.6 -0.2 0.4936
H -2.41605 0.12320 0.77721 0.6 -1.0 -0.7 0.1240
O 1.29104 1.87564 -2.16034 -0.3 -1.5 -1.4 -0.9649
O -0.51881 2.47313 1.25034 0.4 -2.0 -1.6 -1.0119
H -0.01281 2.84866 0.47029 -1.0 -1.0 1.4 0.4604
H -2.18985 -0.52542 -0.91157 0.4 -0.3 1.0 0.1232
H 1.28566 -0.57859 1.02703 0.5 -0.5 2.9 0.5259
H 0.95976 1.39367 -1.38756 0.0 -0.1 0.0 0.4895
```
Forces are in eV/Å.

Computed properties:
ΔE to the lowest compared entry with this formula, charge and spin in kcal per mole: 27.8
Molar mass in g/mol: 103.09
E_LUMO in eV: 3.89
Charge: -1